[1]
Here is C33H47N5SiTcTe as an isolated structure from OMol25. Energies are from ωB97M-V/def2-TZVPD.

Each line ends with the Löwdin spin population.
Cartesian coordinates (Å):
Tc -0.5019 0.5344 1.1082  2.567
N -2.2060 -0.7284 1.6650  -0.012
C -2.3029 -1.1756 3.0912  0.000
C -1.0367 -0.8591 3.8524  0.002
N -0.5053 0.4933 3.5208  0.020
C 0.8004 0.6945 4.2222  0.006
C 1.9311 -0.1923 3.7600  0.001
N 2.2916 0.1031 2.3709  0.048
C -1.4520 1.5352 4.0266  0.002
C -1.4485 2.7712 3.1700  0.005
N -1.8784 2.3739 1.8072  0.030
H -3.0427 -0.2203 1.4089  0.002
H -2.1949 -1.5471 1.0504  0.002
H -2.4598 -2.2507 3.1250  0.000
H -3.1769 -0.7196 3.5454  0.000
H -0.2817 -1.5942 3.5903  0.000
H -1.2305 -0.9440 4.9263  0.000
H 0.6422 0.5191 5.2903  0.001
H 1.0844 1.7418 4.1028  0.000
H 1.6557 -1.2397 3.8322  0.000
H 2.7649 -0.0481 4.4448  0.001
H 2.8217 -0.6644 1.9635  0.000
H 2.9307 0.8947 2.3773  0.001
H -1.2143 1.7846 5.0603  0.000
H -2.4606 1.1238 4.0274  0.000
H -0.4500 3.2023 3.0985  0.000
H -2.0989 3.5246 3.6101  0.001
H -1.7142 3.1417 1.1629  0.002
H -2.8816 2.2164 1.7975  0.000
C 0.1250 -0.2498 -7.3565  0.002
C -0.2231 -0.1329 -5.8969  0.008
C -1.4234 -0.6138 -5.4000  0.000
C -1.7912 -0.4864 -4.0601  0.009
C -3.1210 -1.0865 -3.6443  0.004
C -0.8857 0.1522 -3.2037  0.038
Te -1.6454 0.6870 -1.2981  0.194
C 0.3609 0.6150 -3.6582  0.010
C 1.3906 1.2449 -2.7561  0.003
C 0.6620 0.4685 -5.0021  0.000
H -0.6228 -0.8237 -7.9024  0.000
H 1.0952 -0.7323 -7.4898  0.000
H 0.1911 0.7416 -7.8124  0.000
H -2.1179 -1.1087 -6.0750  0.000
H -3.8714 -0.9157 -4.4158  0.000
H -3.5090 -0.6875 -2.7114  0.003
H -3.0171 -2.1697 -3.5287  0.000
H 1.4413 0.6855 -1.8222  0.001
H 1.1721 2.3030 -2.5634  0.001
H 2.3828 1.1899 -3.2031  0.000
H 1.6234 0.8280 -5.3625  0.000
N 1.0451 1.9994 0.4582  0.012
C 1.0334 3.3706 0.9584  0.006
C 1.8545 3.7328 2.0125  -0.001
C 1.8150 5.0348 2.5007  0.000
C 0.9589 5.9699 1.9328  -0.002
C 0.1578 5.6039 0.8550  0.001
C 0.1985 4.3039 0.3621  -0.001
H 1.9371 1.5699 0.6415  0.004
H 0.9443 2.0308 -0.5460  0.005
H 2.5416 3.0128 2.4521  0.000
H 2.4664 5.3203 3.3192  0.000
H 0.9344 6.9869 2.3107  0.000
H -0.4901 6.3357 0.3848  0.000
H -0.4007 4.0218 -0.5018  0.003
C -2.7553 -5.1221 -0.1185  -0.001
C -1.9252 -5.1494 0.9953  0.000
C -0.9993 -4.1283 1.1982  -0.002
C -0.8840 -3.0652 0.2907  -0.008
C -1.7223 -3.0676 -0.8318  0.002
C -2.6485 -4.0824 -1.0367  0.001
Si 0.4109 -1.7630 0.6516  0.006
C 1.8715 -1.8498 -0.4778  0.010
C 1.8141 -1.4561 -1.8195  0.002
C 2.9104 -1.6202 -2.6548  0.000
C 4.0825 -2.1831 -2.1609  0.002
C 4.1536 -2.5938 -0.8346  0.001
C 3.0554 -2.4284 0.0037  0.002
H -3.4805 -5.9135 -0.2763  0.000
H -1.9912 -5.9699 1.7034  0.000
H -0.3483 -4.1707 2.0706  0.000
H -1.6350 -2.2845 -1.5728  0.004
H -3.2832 -4.0710 -1.9166  0.000
H 0.9229 -2.2333 1.9631  0.000
H 0.8905 -1.0559 -2.2338  0.000
H 2.8477 -1.3200 -3.6954  0.000
H 4.9380 -2.3133 -2.8135  0.000
H 5.0583 -3.0564 -0.4554  0.000
H 3.1197 -2.7750 1.0358  0.000

Calculated values
HOMO (alpha / beta)   -13.059 / -13.143 eV
HOMO-LUMO gap (alpha / beta)   7.19 / 6.14 eV
Multiplicity   4
Charge   +2
Expectation value of S²   3.803
M   767.46 g mol⁻¹

[2]
Here is C33H36N2O4 as an isolated structure from OMol25. Energies are from ωB97M-V/def2-TZVPD.

Each line ends with the Löwdin charge.
Cartesian coordinates (Å):
C 3.6030 -0.9056 2.7587  -0.020
C 3.0207 -0.0355 3.8420  -0.441
C 1.5789 -0.3062 4.1436  -0.142
C 0.7539 0.7259 3.4608  -0.373
C -0.5863 0.3270 2.9076  -0.135
C -0.9194 -0.9793 2.5028  -0.062
C -2.2275 -1.2903 2.1218  -0.090
C -3.2000 -0.2851 2.0628  -0.091
C -2.8502 1.0372 2.3781  -0.081
C -1.5563 1.3375 2.7994  -0.020
O 1.0958 1.9112 3.4311  0.017
O 3.6836 0.8269 4.4179  0.018
H 3.1585 -1.9094 2.7573  0.077
H 3.4149 -0.4473 1.7755  0.096
H 4.6830 -0.9905 2.9218  0.077
H 1.3200 -1.3240 3.8674  0.080
H -0.1569 -1.7611 2.4940  0.107
H -2.4760 -2.3232 1.8733  0.100
H -4.2194 -0.5319 1.7653  0.098
H -3.5864 1.8386 2.3056  0.100
H -1.2843 2.3620 3.0614  0.116
C -3.3827 -4.8504 8.6082  -0.059
O -2.9681 -4.4579 7.2825  -0.077
C -2.0335 -3.4845 7.1584  -0.253
C -1.6164 -3.1593 5.8424  0.016
C -0.6650 -2.1934 5.6435  0.008
C -0.0344 -1.4812 6.7092  -0.170
C 0.9655 -0.4954 6.4938  0.022
C 1.5580 0.2212 7.5028  -0.071
C 2.4217 1.2953 7.2680  0.041
N 2.9769 2.0325 8.2421  0.043
C 4.0140 3.0407 7.9735  -0.146
C 5.2797 2.4715 7.3143  -0.070
C 6.3443 3.5333 7.1159  -0.230
C 7.6157 3.3694 7.6807  -0.043
C 8.5506 4.4049 7.6093  -0.082
C 8.2357 5.5897 6.9340  -0.090
C 6.9831 5.7306 6.3187  -0.072
C 6.0458 4.6943 6.3973  -0.038
C 4.2796 3.6161 9.3647  -0.364
O 5.0316 4.5413 9.6618  0.086
N 3.4899 2.9292 10.2436  -0.043
C 3.5630 3.1654 11.6649  -0.011
C 2.7242 1.8319 9.6807  -0.462
C 1.2445 1.9919 10.0733  0.008
C 3.2868 0.4896 10.1768  0.007
C -0.4912 -1.8239 8.0282  0.000
C -1.4664 -2.7829 8.2524  -0.012
H -4.1154 -5.6343 8.4163  0.093
H -2.5389 -5.2460 9.1928  0.098
H -3.8468 -4.0128 9.1493  0.096
H -2.0704 -3.6896 5.0036  0.124
H -0.3864 -1.9478 4.6223  0.072
H 1.3443 -0.2208 5.4067  -0.012
H 1.3667 -0.0532 8.5435  0.057
H 2.6946 1.5714 6.2422  0.138
H 3.5945 3.8429 7.3366  0.169
H 5.6739 1.6656 7.9599  0.128
H 4.9859 2.0306 6.3458  0.118
H 7.8405 2.4398 8.2070  0.110
H 9.5227 4.2861 8.0936  0.102
H 8.9594 6.4065 6.8912  0.100
H 6.7264 6.6485 5.7866  0.103
H 5.0626 4.7907 5.9254  0.118
H 4.2319 4.0050 11.8583  0.097
H 2.5670 3.3950 12.0609  0.092
H 3.9379 2.2770 12.1901  0.094
H 0.9606 3.0499 9.9985  0.104
H 0.5848 1.4147 9.4244  0.070
H 1.1090 1.6485 11.1064  0.090
H 4.3850 0.5152 10.1571  0.100
H 2.9452 0.3134 11.2042  0.088
H 2.9531 -0.3394 9.5501  0.076
H -0.0621 -1.3212 8.8932  0.103
H -1.7901 -3.0058 9.2721  0.103

Calculated values
HOMO   -6.276 eV
HOMO-LUMO gap   5.27 eV
Multiplicity   1
Charge   0
M   524.66 g mol⁻¹

[3]
Here is C40H42AsLiN3O2P2STe as an isolated structure from OMol25. Energies are from ωB97M-V/def2-TZVPD.

Each line ends with the Löwdin charge.
Cartesian coordinates (Å):
Li 1.7273 -0.0459 -1.9036  0.379
Te 0.0579 2.8940 1.8711  1.283
C -0.1198 1.6213 3.5584  -0.562
C 0.9444 0.8396 4.0039  -0.131
C 0.7737 0.0392 5.1210  -0.163
N -0.3574 -0.0312 5.8311  0.040
C -1.3634 0.7294 5.4064  -0.178
C -1.2960 1.5572 4.2919  -0.146
C 0.7106 1.6211 0.3571  -1.046
P 2.1730 2.0890 -0.5335  0.839
C 2.2268 3.9233 -0.7085  -0.396
C 1.8010 4.4436 -1.9305  -0.106
C 1.7318 5.8134 -2.1464  -0.097
C 2.1040 6.6908 -1.1376  -0.105
C 2.5385 6.1891 0.0825  -0.093
C 2.5953 4.8183 0.2956  -0.152
C 3.5978 1.7631 0.5934  -0.357
C 3.5486 0.6351 1.4112  -0.128
C 4.6348 0.2629 2.1900  -0.098
C 5.8058 1.0083 2.1587  -0.104
C 5.8806 2.1166 1.3253  -0.095
C 4.7902 2.4834 0.5485  -0.102
P -0.3992 0.8225 -0.7719  0.790
C -1.8220 1.9240 -1.1641  -0.377
C -1.8395 2.5186 -2.4248  -0.103
C -2.8136 3.4461 -2.7702  -0.094
C -3.7909 3.7953 -1.8493  -0.102
C -3.7919 3.2092 -0.5899  -0.088
C -2.8147 2.2839 -0.2528  -0.143
C -1.3238 -0.4355 0.2299  -0.337
C -2.6877 -0.9344 -0.1866  -0.256
C -3.2090 -2.1469 0.6257  -0.241
C -2.7819 -2.1309 2.0665  -0.041
C -1.6141 -1.5801 2.3885  -0.061
C -0.8298 -0.8125 1.4110  -0.111
H 1.8920 0.8514 3.4819  0.076
H 1.5962 -0.5749 5.4737  0.099
H -2.2849 0.6691 5.9770  0.096
H -2.1653 2.1323 3.9974  0.085
H 1.5188 3.7594 -2.7236  0.095
H 1.3928 6.1934 -3.1020  0.096
H 2.0583 7.7605 -1.3012  0.093
H 2.8313 6.8677 0.8744  0.097
H 2.9263 4.4387 1.2549  0.084
H 2.6398 0.0417 1.4190  0.075
H 4.5685 -0.6168 2.8198  0.098
H 6.6544 0.7215 2.7668  0.093
H 6.7948 2.6951 1.2735  0.096
H 4.8743 3.3425 -0.1076  0.101
H -1.0787 2.2408 -3.1461  0.097
H -2.8124 3.8896 -3.7580  0.096
H -4.5518 4.5197 -2.1130  0.094
H -4.5476 3.4853 0.1353  0.098
H -2.8256 1.8324 0.7322  0.083
H -3.3964 -0.1113 -0.0407  0.134
H -4.2960 -2.1672 0.5500  0.144
H -3.4015 -2.6365 2.7968  0.104
H -1.2526 -1.6174 3.4101  0.097
H 0.1303 -0.4147 1.7120  0.060
O 4.9017 -1.6825 -3.1987  -0.074
C 4.2365 -0.6602 -3.3686  -0.595
O 3.0645 -0.4326 -2.9417  -0.278
H 4.6795 0.1591 -3.9730  0.107
C 2.1571 -3.5704 -2.5245  -0.313
As 1.9838 -2.5808 -0.8507  1.046
C 1.0334 -3.9882 0.1222  -0.340
C 3.7778 -2.9321 -0.1620  -0.316
H 2.3873 -4.6177 -2.3180  0.023
H 2.9690 -3.1143 -3.0886  0.001
H 1.2236 -3.4968 -3.0828  0.009
H 1.6094 -4.9146 0.0859  0.019
H 0.0795 -4.1494 -0.3785  -0.012
H 0.8584 -3.7026 1.1607  0.013
H 4.0256 -3.9884 -0.2806  0.023
H 3.8254 -2.6574 0.8922  0.005
H 4.4821 -2.3314 -0.7373  0.012
C -3.0109 -5.6641 -0.7173  -0.021
C -3.4604 -4.2307 -0.7466  -0.324
C -4.5297 -3.8597 -1.5051  -0.018
C -4.9249 -2.5163 -1.9183  -0.350
N -4.1840 -1.4803 -1.9452  0.096
C -2.8636 -1.3539 -1.6334  -0.786
S -1.6761 -1.6383 -2.7181  0.711
N -2.7424 -3.4113 0.0535  0.091
C -6.3161 -2.3764 -2.4850  -0.037
H -3.6017 -6.2702 -1.3988  0.076
H -3.0837 -6.0722 0.2926  0.086
H -1.9645 -5.7280 -1.0251  0.084
H -5.1186 -4.6643 -1.9262  0.098
H -1.9017 -3.7802 0.4684  0.121
H -7.0130 -3.0767 -2.0257  0.071
H -6.2832 -2.5829 -3.5573  0.085
H -6.6724 -1.3577 -2.3491  0.077

Calculated values
HOMO   -4.669 eV
HOMO-LUMO gap   6.91 eV
Multiplicity   1
Charge   -1
M   900.27 g mol⁻¹

We obtain energy above the lowest of the compared OMol25 structures with the same formula, charge and spin values of 12.3, 92.4, 60.0 kcal/mol for the records listed above, in that order.
We obtain F_max values of 0.67, 5.90, 0.47 eV Å⁻¹ for the records listed above, in that order.